An isolated molecule of C4H3NO2, computed with ωB97M-V/def2-TZVPD.

Last column: Löwdin charge in e.
Element x y z (Å)
O 2.508 1.436 -0.138  0.223
C 1.495 0.966 0.201  -0.162
C 0.230 0.775 0.420  -0.059
C -0.539 -0.410 0.456  -0.081
N 0.077 -1.424 0.003  0.108
C 1.335 -1.439 -0.380  -0.422
O 2.302 -1.598 0.346  0.067
H -0.092 1.608 0.864  0.086
H -1.500 -0.360 0.776  0.096
H 1.327 -1.686 -1.449  0.144

Values from the calculation:
Multiplicity = 1
Electronic energy = -359.3651 Eh
HOMO level = -9.6652 eV
Largest force on an atom = 4.67 eV/A
Energy above the lowest of the compared OMol25 structures with the same formula, charge and spin = 66.03 kcal per mole
Gap between HOMO and LUMO = 9.66 eV

An isolated molecule of C8H13N, computed with ωB97M-V/def2-TZVPD.

Last column: Löwdin charge in e.
Element x y z (Å)
C 2.689 -0.200 -0.176  -0.041
C 1.180 -0.118 -0.152  -0.277
C 0.407 -0.252 -1.268  0.010
C -1.105 -0.034 -1.014  -0.368
C -1.587 -1.048 -0.154  -0.197
C -0.692 -1.067 1.066  -0.167
C 0.329 0.023 1.066  -0.319
C -0.276 1.393 0.803  -0.195
N -1.184 1.318 -0.364  -0.001
H 3.070 -0.871 0.684  0.112
H 3.037 -0.515 -1.108  0.045
H 3.100 0.794 -0.108  0.069
H 0.788 -0.544 -2.290  0.122
H -1.693 0.070 -1.893  0.128
H -1.653 -2.078 -0.638  0.146
H -2.622 -0.822 0.136  0.121
H -1.272 -1.131 2.032  0.124
H -0.122 -2.105 1.155  0.152
H 0.964 -0.016 1.990  0.158
H -0.741 1.648 1.841  0.138
H 0.502 2.105 0.720  0.096
H -0.749 2.065 -1.012  0.143

Values from the calculation:
Multiplicity = 1
Electronic energy = -367.3160 Eh
HOMO level = -8.5060 eV
Largest force on an atom = 4.81 eV/A
Energy above the lowest of the compared OMol25 structures with the same formula, charge and spin = 38.35 kcal per mole
Gap between HOMO and LUMO = 9.47 eV

A cluster of 2 separate species, C10H13O3 in total, computed with ωB97M-V/def2-TZVPD.

Last column: Löwdin charge in e.
Element x y z (Å)
C -3.112 3.053 0.744  -0.091
C -0.418 0.210 -1.268  -0.504
C -1.622 0.711 -1.886  -0.055
C -0.262 0.590 0.102  -0.056
C -2.471 1.591 -1.253  -0.110
C -1.190 1.410 0.741  -0.113
C -2.269 1.975 0.075  -0.345
O 0.406 -0.501 -1.921  -0.142
H -0.250 -2.979 0.554  0.127
H -1.738 0.392 -2.917  0.087
H 0.585 0.213 0.666  0.079
H -3.325 1.966 -1.814  0.092
H -1.045 1.555 1.810  0.089
H -2.924 3.980 0.203  0.060
H -2.768 3.201 1.765  0.054
H -4.171 2.800 0.749  0.056
C 2.624 -1.953 -0.196  -0.169
C 3.585 -1.400 0.822  -0.099
C 1.579 -2.843 0.448  -0.539
O 1.798 -3.697 1.275  0.070
O 0.369 -2.698 -0.143  0.089
H 2.054 -1.241 -0.804  0.084
H 2.986 -2.658 -0.942  0.125
H 3.063 -0.865 1.613  0.075
H 4.250 -0.635 0.408  0.067
H 4.267 -2.176 1.171  0.070

Values from the calculation:
Multiplicity = 1
Electronic energy = -614.6126 Eh
HOMO level = -2.6632 eV
Largest force on an atom = 1.66 eV/A
Total charge = -1
Energy above the lowest of the compared OMol25 structures with the same formula, charge and spin = 30.54 kcal per mole
Gap between HOMO and LUMO = 6.15 eV

A cluster of 11 separate species, C27H81N5O12 in total, computed with ωB97M-V/def2-TZVPD.

Last column: Löwdin charge in e.
Element x y z (Å)
C -0.428 3.913 -2.269  -0.119
O -0.133 3.593 -0.904  -0.133
H -0.070 4.938 -2.370  0.090
H 0.123 3.310 -2.990  0.061
H -1.475 3.935 -2.572  0.085
H 0.774 3.872 -0.755  0.098
C -1.347 1.002 -4.816  -0.138
O -0.505 1.355 -5.918  -0.123
H -1.585 -0.061 -4.853  0.058
H -0.789 1.245 -3.912  0.054
H -2.229 1.639 -4.882  0.089
H -0.885 1.049 -6.745  0.077
C 0.604 0.275 -1.128  -0.150
O -0.426 0.632 -0.278  -0.119
H 0.791 0.952 -1.962  0.075
H 1.538 0.173 -0.576  0.093
H 0.427 -0.696 -1.590  0.058
H -0.550 1.583 -0.324  0.057
C -1.898 -2.249 0.863  -0.102
O -0.557 -2.116 0.409  -0.136
H -2.315 -3.247 0.730  0.087
H -2.009 -1.911 1.893  0.070
H -2.568 -1.672 0.225  0.058
H -0.412 -1.229 0.071  0.020
C -3.532 0.624 -1.203  -0.203
O -4.526 1.590 -1.257  -0.118
H -2.654 0.929 -1.772  0.057
H -3.179 0.637 -0.172  0.064
H -3.769 -0.406 -1.466  0.063
H -4.228 2.321 -0.710  0.008
C -2.530 3.312 1.869  -0.060
C -3.180 4.393 1.044  -0.417
C -2.479 5.770 1.111  -0.183
O -3.257 6.690 0.333  -0.197
C -2.730 8.033 0.273  -0.083
N -3.325 3.879 -0.297  0.063
H -1.513 3.110 1.534  0.068
H -3.113 2.391 1.842  0.079
H -2.535 3.555 2.932  0.090
H -4.171 4.600 1.448  0.147
H -1.418 5.700 0.867  0.121
H -2.573 6.044 2.161  0.125
H -1.683 8.069 -0.029  0.083
H -2.823 8.435 1.281  0.082
H -3.307 8.752 -0.309  0.086
H -2.423 3.827 -0.748  0.046
H -3.773 4.647 -0.777  0.095
C 3.306 -2.867 6.876  -0.065
C 3.683 -2.845 5.391  -0.441
C 3.013 -1.625 4.694  -0.174
O 3.306 -1.714 3.290  -0.197
C 2.748 -0.749 2.433  -0.106
N 5.091 -2.637 5.376  0.021
H 3.720 -1.966 7.330  0.076
H 3.615 -3.714 7.488  0.081
H 2.223 -2.753 6.848  0.041
H 3.436 -3.788 4.902  0.145
H 3.426 -0.772 5.232  0.127
H 1.943 -1.757 4.853  0.095
H 3.103 -0.779 1.403  0.069
H 2.920 0.254 2.823  0.093
H 1.746 -1.176 2.387  0.073
H 5.257 -1.642 5.419  0.067
H 5.458 -2.774 4.445  0.070
C -5.251 -3.711 -3.889  -0.019
C -4.105 -4.133 -4.846  -0.358
C -2.736 -3.896 -4.222  -0.161
O -2.636 -2.622 -3.755  0.020
C -1.549 -2.323 -2.858  0.028
N -4.310 -5.548 -5.233  0.138
H -5.265 -4.318 -2.983  0.089
H -6.256 -3.802 -4.301  0.097
H -5.091 -2.703 -3.507  0.081
H -4.173 -3.582 -5.784  0.153
H -1.970 -4.129 -4.961  0.182
H -2.570 -4.626 -3.430  0.159
H -1.628 -1.483 -2.168  0.089
H -0.778 -1.967 -3.542  0.130
H -1.180 -3.172 -2.283  0.108
H -3.478 -5.807 -5.743  0.097
H -4.212 -6.177 -4.449  0.100
C 3.258 1.004 -5.032  -0.066
C 3.454 2.016 -3.915  -0.446
C 4.431 1.471 -2.798  -0.191
O 4.345 2.298 -1.647  -0.195
C 5.293 1.844 -0.646  -0.090
N 3.906 3.290 -4.435  0.047
H 2.662 1.427 -5.841  0.074
H 2.837 0.091 -4.612  0.070
H 4.230 0.791 -5.478  0.080
H 2.472 2.193 -3.478  0.103
H 5.438 1.387 -3.206  0.130
H 4.146 0.480 -2.444  0.105
H 5.260 2.436 0.268  0.088
H 6.330 1.875 -0.981  0.084
H 5.217 0.784 -0.402  0.075
H 3.114 3.838 -4.737  0.073
H 4.253 3.759 -3.610  0.064
C -2.275 -2.124 5.193  -0.069
C -0.853 -1.697 5.394  -0.417
C -0.619 -0.144 5.615  -0.150
O -1.175 0.619 4.534  -0.199
C -0.575 0.528 3.234  -0.089
N -0.343 -2.419 6.598  0.037
H -2.883 -1.705 5.995  0.089
H -2.366 -3.210 5.228  0.082
H -2.666 -1.675 4.281  0.065
H -0.264 -1.996 4.528  0.103
H 0.433 0.138 5.636  0.111
H -0.958 0.212 6.588  0.124
H 0.384 1.046 3.209  0.087
H -1.262 0.811 2.437  0.067
H -0.322 -0.513 3.033  0.048
H -0.555 -1.886 7.430  0.070
H -0.823 -3.301 6.704  0.065
C 3.680 -3.184 -1.270  -0.269
C 2.399 -3.515 -0.455  -0.207
O 1.295 -3.278 -1.300  -0.106
O 4.802 -3.607 -0.573  -0.042
H 3.709 -2.174 -1.680  0.105
H 3.602 -3.814 -2.156  0.113
H 2.413 -2.853 0.410  0.106
H 2.353 -4.582 -0.238  0.128
H 0.532 -3.096 -0.746  0.019
H 5.536 -3.453 -1.172  0.092

Values from the calculation:
⟨S²⟩ = 0.756
Multiplicity = 2
Electronic energy = -2253.3415 Eh
HOMO level (spin up / spin down) = -10.2676 / -10.2676 eV
Largest force on an atom = 3.09 eV/A
Total charge = +1
Gap between HOMO and LUMO (spin up / spin down) = 7.68 / 1.32 eV

An isolated molecule of C5H9NO2Si, computed with ωB97M-V/def2-TZVPD.

Last column: Löwdin charge in e.
Element x y z (Å)
C -0.056 1.839 -0.051  0.051
C 0.311 1.051 0.927  -0.265
C 0.688 0.591 -0.450  -0.555
C 0.597 -1.516 -1.495  -0.068
C -1.528 -0.530 -0.811  -0.047
N -0.091 -0.505 -0.974  -0.121
O 1.971 0.642 -0.893  0.032
O -0.246 -2.620 -1.851  -0.093
Si 0.624 0.854 2.791  0.685
H -0.584 2.495 -0.704  0.107
H -1.863 -1.393 -0.110  0.122
H -1.857 0.412 -0.222  0.106
H -2.031 -0.668 -1.748  0.077
H 1.954 0.287 -1.798  0.087
H 0.309 -3.410 -2.174  0.117
H 0.791 -0.609 2.983  -0.071
H -0.661 1.306 3.376  -0.082
H 1.672 1.775 3.204  -0.083

Values from the calculation:
Multiplicity = 1
Electronic energy = -690.4595 Eh
HOMO level = -8.4256 eV
Largest force on an atom = 3.46 eV/A
Energy above the lowest of the compared OMol25 structures with the same formula, charge and spin = 140.33 kcal per mole
Gap between HOMO and LUMO = 9.19 eV

The ion C18H27N2O4 with charge +1, computed with ωB97M-V/def2-TZVPD.

Last column: Löwdin charge in e.
Element x y z (Å)
C 4.567 -2.027 1.121  -0.047
C 3.115 -2.382 0.850  -0.164
N 2.185 -2.063 1.968  -0.135
C 2.410 -2.887 3.183  -0.167
C 1.971 -4.327 2.975  -0.040
C 2.136 -0.609 2.273  -0.079
C 0.749 -0.170 2.749  -0.089
O -0.162 0.109 1.685  0.046
C -0.682 -0.892 0.978  -0.413
O -0.293 -2.041 1.087  0.109
C -1.792 -0.416 0.076  -0.299
C -1.246 0.718 -0.767  -0.150
C -1.958 1.880 -1.036  0.013
C -1.414 2.868 -1.837  0.035
C -0.147 2.693 -2.372  -0.140
N 0.443 3.735 -3.186  -0.362
O -0.244 4.695 -3.443  0.102
O 1.588 3.572 -3.544  0.090
C 0.571 1.527 -2.139  0.025
C 0.013 0.548 -1.345  -0.010
C -2.332 -1.544 -0.841  -0.089
C -3.745 -1.854 -0.343  -0.160
C -4.215 -0.531 0.254  -0.164
C -2.979 -0.047 1.005  -0.103
H 5.146 -2.249 0.229  0.095
H 4.988 -2.613 1.933  0.080
H 4.695 -0.971 1.343  0.082
H 2.762 -1.841 -0.030  0.132
H 3.027 -3.449 0.642  0.128
H 1.202 -2.292 1.624  0.114
H 1.828 -2.450 3.996  0.131
H 3.465 -2.836 3.458  0.128
H 0.949 -4.370 2.606  0.089
H 2.007 -4.851 3.927  0.094
H 2.618 -4.860 2.285  0.080
H 2.876 -0.376 3.040  0.147
H 2.381 -0.043 1.371  0.147
H 0.828 0.780 3.282  0.150
H 0.303 -0.918 3.415  0.142
H -2.946 2.028 -0.633  0.115
H -1.956 3.776 -2.052  0.128
H 1.545 1.409 -2.588  0.123
H 0.552 -0.376 -1.184  0.120
H -1.686 -2.420 -0.805  0.117
H -2.363 -1.185 -1.869  0.131
H -4.390 -2.205 -1.145  0.117
H -3.713 -2.619 0.433  0.119
H -5.073 -0.647 0.912  0.118
H -4.477 0.165 -0.543  0.116
H -2.893 -0.608 1.938  0.131
H -2.989 1.011 1.255  0.120

Values from the calculation:
Multiplicity = 1
Electronic energy = -1112.2695 Eh
HOMO level = -12.3665 eV
Largest force on an atom = 1.18 eV/A
Total charge = +1
Energy above the lowest of the compared OMol25 structures with the same formula, charge and spin = 0.00 kcal per mole
Gap between HOMO and LUMO = 9.70 eV

Look up the electronic energy of the fourth one. -2253.3415 Eh

largest force on an atom of number 6 (C18H27N2O4)? 1.18 eV/A